No. 1
Below is a molecular structure, C32H23NO7PReS, with properties calculated with ωB97M-V/def2-TZVPD.

Calculated values
gap between HOMO and LUMO (spin up / spin down)	6.0 / 6.7	eV
ΔE to the lowest compared entry with this formula, charge and spin	28.6	kcal/mol
charge	+1
2S+1	2
E_LUMO (spin up / spin down)	-0.193 / -0.177	hartree

Last column: Löwdin spin population.
Atoms and positions in Å:
Re1 -1.7234 -0.5026 0.8460  0.894
O1 -4.6591 2.2483 0.5644  0.007
C1 -4.3253 1.1002 0.5457  0.008
O2 -3.0417 0.7388 0.4033  0.066
C2 -5.3081 -0.0201 0.6624  -0.002
C3 -6.6197 0.2581 0.2938  0.002
C4 -7.6133 -0.6953 0.4325  -0.009
C5 -7.3112 -1.9370 0.9755  0.001
C6 -6.0160 -2.2230 1.3601  -0.008
C7 -4.9982 -1.2795 1.1870  0.001
S1 -3.4168 -1.8471 1.7095  -0.060
H1 -6.8422 1.2435 -0.0912  0.000
H2 -8.6270 -0.4608 0.1383  0.000
H3 -8.0861 -2.6785 1.1131  0.000
H4 -5.7624 -3.1800 1.7981  0.000
O3 -0.2343 -0.7664 2.2793  0.012
C8 0.7588 -1.5212 2.3687  0.007
C9 1.0250 -2.6450 1.5592  0.008
C10 2.1292 -3.4714 1.8266  0.000
C11 2.3130 -4.6081 1.0958  0.006
C12 1.4036 -4.9804 0.0903  0.002
C13 0.3367 -4.1794 -0.2013  0.002
C14 0.1239 -2.9710 0.5025  0.005
O4 -0.8791 -2.2200 0.1748  0.031
N1 3.4655 -5.4696 1.3749  0.000
O5 3.5382 -6.5147 0.7607  0.002
O6 4.2709 -5.0737 2.1945  0.000
H5 1.4591 -1.3115 3.1834  -0.001
H6 2.8254 -3.2228 2.6179  0.000
H7 1.5724 -5.9073 -0.4395  0.000
H8 -0.3756 -4.4398 -0.9719  0.000
O7 -0.4367 1.0611 0.0915  0.022
P1 0.8861 1.5396 -0.4989  0.004
C15 1.9588 2.0926 0.8382  0.001
C16 3.0878 2.8662 0.5738  0.000
C17 3.8541 3.3409 1.6245  0.000
C18 3.4927 3.0545 2.9346  0.000
C19 2.3672 2.2875 3.1984  0.000
C20 1.5952 1.8076 2.1517  0.000
C21 0.5641 2.9534 -1.5552  0.000
C22 -0.5047 3.7824 -1.2220  0.000
C23 -0.7536 4.9103 -1.9860  0.000
C24 0.0625 5.2059 -3.0701  0.000
C25 1.1337 4.3842 -3.3927  0.000
C26 1.3890 3.2519 -2.6357  0.000
C27 1.6887 0.2516 -1.4705  0.000
C28 0.9077 -0.4564 -2.3827  0.000
C29 1.4805 -1.4661 -3.1345  0.000
C30 2.8252 -1.7777 -2.9699  0.000
C31 3.6015 -1.0760 -2.0612  0.000
C32 3.0375 -0.0531 -1.3136  0.000
H9 3.3587 3.1042 -0.4484  0.000
H10 4.7277 3.9464 1.4243  0.000
H11 4.0847 3.4426 3.7526  0.000
H12 2.0823 2.0741 4.2200  0.000
H13 0.7044 1.2261 2.3461  0.000
H14 -1.1354 3.5342 -0.3770  0.000
H15 -1.5830 5.5571 -1.7345  0.000
H16 -0.1429 6.0806 -3.6728  0.000
H17 1.7683 4.6246 -4.2349  0.000
H18 2.2168 2.5996 -2.8899  0.000
H19 -0.1405 -0.2106 -2.5066  0.000
H20 0.8820 -2.0123 -3.8512  0.000
H21 3.2695 -2.5709 -3.5575  0.000
H22 4.6474 -1.3241 -1.9362  0.000
H23 3.6405 0.5056 -0.6084  0.000

=====

No. 2
Below is a molecular structure, C32H24As2CdCl3F9NO, with properties calculated with ωB97M-V/def2-TZVPD.

Calculated values
gap between HOMO and LUMO	9.3	eV
ΔE to the lowest compared entry with this formula, charge and spin	0.0	kcal/mol
charge	+1
E_LUMO	-0.088	hartree

Last column: Löwdin charge in e.
Atoms and positions in Å:
Cd1 -0.0041 -0.8872 -0.6751  1.120
C1 0.8623 2.0416 1.2321  -0.419
C2 -0.6041 1.7868 1.5844  -0.414
As1 -1.2516 -0.0677 1.4216  1.208
C3 -0.4423 -0.9965 2.9081  -0.406
C4 -1.2340 -1.7260 3.7893  -0.103
C5 -0.6398 -2.4901 4.7835  -0.059
C6 0.7432 -2.5430 4.8892  -0.062
C7 1.5361 -1.8412 3.9912  -0.066
C8 0.9459 -1.0766 2.9964  -0.130
C9 -3.0834 0.2009 1.9346  -0.412
C10 -4.0935 -0.1107 1.0304  -0.109
C11 -5.4161 0.1522 1.3604  -0.067
C12 -5.7194 0.7208 2.5889  -0.061
C13 -4.7065 1.0238 3.4928  -0.060
C14 -3.3850 0.7645 3.1688  -0.113
As2 1.4209 1.3235 -0.5226  1.219
C15 0.7646 2.7594 -1.6544  -0.387
C16 1.6282 3.6429 -2.2913  -0.093
C17 1.1168 4.6880 -3.0491  -0.064
C18 -0.2544 4.8528 -3.1799  -0.068
C19 -1.1212 3.9666 -2.5540  -0.073
C20 -0.6132 2.9206 -1.7974  -0.149
C21 3.3227 1.5862 -0.4491  -0.422
C22 3.8768 2.7303 0.1178  -0.114
C23 5.2542 2.8791 0.1521  -0.064
C24 6.0763 1.8887 -0.3740  -0.062
C25 5.5237 0.7454 -0.9320  -0.066
C26 4.1449 0.5919 -0.9702  -0.111
H1 1.5276 1.6134 1.9791  0.058
H2 1.0432 3.1132 1.2104  0.075
H3 -1.2549 2.3613 0.9246  0.057
H4 -0.8075 2.1244 2.5983  0.078
H5 -2.3114 -1.6991 3.6965  0.100
H6 -1.2591 -3.0470 5.4748  0.113
H7 1.2076 -3.1426 5.6617  0.113
H8 2.6153 -1.8968 4.0542  0.113
H9 1.5795 -0.5590 2.2868  0.079
H10 -3.8476 -0.5647 0.0785  0.091
H11 -6.2075 -0.0908 0.6641  0.111
H12 -6.7513 0.9225 2.8475  0.113
H13 -4.9525 1.4603 4.4523  0.113
H14 -2.5973 0.9845 3.8793  0.110
H15 2.6986 3.5142 -2.2074  0.098
H16 1.7943 5.3757 -3.5390  0.112
H17 -0.6487 5.6682 -3.7731  0.111
H18 -2.1929 4.0861 -2.6566  0.110
H19 -1.3008 2.2338 -1.3226  0.069
H20 3.2405 3.5049 0.5268  0.104
H21 5.6873 3.7696 0.5891  0.112
H22 7.1516 2.0112 -0.3459  0.113
H23 6.1648 -0.0271 -1.3360  0.113
H24 3.7120 -0.3005 -1.4054  0.097
F1 0.9501 -5.2843 0.2722  0.201
C27 0.6996 -4.0183 -0.0125  -0.563
F2 1.7665 -3.2798 0.3401  0.130
F3 -0.3139 -3.5991 0.7830  0.114
C28 0.3497 -3.7443 -1.5207  -0.345
O1 0.6111 -2.4547 -1.8608  -0.284
C29 1.2156 -4.6798 -2.4176  -0.565
F4 0.7691 -5.9393 -2.4107  0.178
F5 2.4822 -4.6827 -1.9847  0.175
F6 1.2166 -4.2447 -3.6753  0.178
C30 -1.1605 -4.0624 -1.7464  -0.559
F7 -1.4340 -4.1416 -3.0489  0.167
F8 -1.9136 -3.0462 -1.2536  0.083
F9 -1.5627 -5.1839 -1.1554  0.188
Cl1 -3.4132 -1.8058 -4.9286  0.665
C31 -2.2583 -0.4793 -4.9804  -1.627
Cl2 -3.0700 1.0440 -5.3743  0.641
Cl3 -0.9680 -0.8119 -6.1222  0.669
C32 -1.6736 -0.3297 -3.6391  -0.342
N1 -1.2313 -0.1988 -2.5942  0.144

=====

No. 3
Below is a molecular structure, C32H24CaClN4O2S2, with properties calculated with ωB97M-V/def2-TZVPD.

Calculated values
gap between HOMO and LUMO	6.3	eV
charge	-1
E_LUMO	0.065	hartree

Last column: natural (NBO) charge in e.
Atoms and positions in Å:
Ca1 -1.4059 -0.1994 -0.3842  1.770
Cl1 2.4808 -5.8352 -3.4037  -0.049
C1 1.5243 -4.8216 -2.3513  -0.115
C2 1.1191 -5.1680 -1.0633  -0.187
C3 0.1214 -4.4153 -0.4631  -0.286
C4 -0.4125 -3.1853 -0.9488  0.440
O1 -1.1415 -2.4859 -0.1955  -0.784
C5 0.0246 -2.8727 -2.2608  -0.266
C6 -0.5260 -1.8809 -3.1282  0.222
N1 -1.3574 -0.9772 -2.7846  -0.579
C7 -2.0145 -0.2729 -3.7496  0.147
C8 -2.3737 -0.7878 -4.9278  -0.269
C9 -3.0055 0.0313 -5.9119  -0.181
C10 -3.2889 1.3876 -5.7128  -0.229
C11 -2.9716 1.9041 -4.3805  -0.104
C12 -3.3613 3.1878 -3.9604  -0.130
C13 -3.0945 3.6537 -2.7083  -0.266
C14 -2.3185 2.8027 -1.8832  0.072
N2 -2.0520 1.5681 -2.2209  -0.493
C15 -2.3870 1.0957 -3.4263  0.213
C16 0.9447 -3.7165 -2.8938  -0.142
H1 1.4887 -6.0607 -0.5735  0.214
H2 -0.1881 -4.7321 0.5390  0.216
H3 -0.2578 -2.0189 -4.1629  0.154
H4 -2.1709 -1.9143 -5.1178  0.225
H5 -3.1513 -0.4203 -6.9063  0.210
H6 -3.6522 2.0482 -6.4693  0.213
H7 -3.9029 3.8537 -4.6578  0.207
H8 -3.4157 4.6560 -2.4367  0.223
H9 -2.0686 3.1461 -0.8891  0.205
H10 1.1106 -3.5845 -3.9702  0.199
C17 -0.1347 -0.5132 4.2837  -0.698
C18 -0.6571 0.1005 2.9949  0.309
N3 -0.1509 -0.1680 1.8525  -0.374
N4 1.0039 -0.9404 1.8357  -0.396
C19 1.6729 -0.7916 0.7328  -0.041
S1 1.3527 0.2592 -0.6356  -0.552
S2 3.0995 -1.8799 0.6156  0.231
C20 4.3875 -0.6205 0.4238  -0.572
C21 4.7518 0.2316 1.6336  -0.020
C22 4.6603 1.6184 1.5570  -0.208
C23 5.0360 2.4472 2.5914  -0.205
C24 5.4421 1.9083 3.8032  -0.230
C25 5.6385 0.5644 3.8540  -0.221
C26 5.2693 -0.2841 2.8120  -0.198
C27 -1.9021 0.9463 3.1262  -0.137
C28 -2.0543 1.7185 4.2742  -0.179
C29 -3.1817 2.5268 4.4425  -0.314
C30 -4.1330 2.5190 3.4550  -0.190
C31 -4.0169 1.6920 2.3518  -0.325
C32 -2.8941 0.9103 2.1366  0.370
O2 -2.7866 0.1183 1.1676  -0.889
H11 0.7488 -1.1513 4.0713  0.255
H12 -0.8813 -1.1614 4.7420  0.222
H13 0.1784 0.2616 4.9849  0.210
H14 4.0518 0.0557 -0.3984  0.251
H15 5.2380 -1.2106 0.0045  0.228
H16 4.2855 2.0388 0.5856  0.220
H17 4.9225 3.5097 2.4423  0.203
H18 5.6485 2.6277 4.6149  0.207
H19 5.9297 0.1074 4.7800  0.202
H20 5.5010 -1.3470 2.8972  0.212
H21 -1.2755 1.7616 5.0023  0.197
H22 -3.3651 3.1302 5.3212  0.196
H23 -4.9670 3.2399 3.5211  0.191
H24 -4.7145 1.7890 1.5260  0.198

=====

No. 4
Below is a molecular structure, C32H24F5N4SV, with properties calculated with ωB97M-V/def2-TZVPD.

Calculated values
gap between HOMO and LUMO (spin up / spin down)	5.0 / 5.0	eV
ΔE to the lowest compared entry with this formula, charge and spin	0.0	kcal/mol
charge	-2
2S+1	3
E_LUMO (spin up / spin down)	0.168 / 0.168	hartree

Last column: Löwdin spin population.
Atoms and positions in Å:
V1 -0.8115 1.3806 1.0340  2.028
C1 3.7369 -0.3218 2.4868  0.000
C2 2.3992 -0.8003 2.9028  0.000
N1 2.1406 -1.8473 3.6318  0.000
N2 0.7721 -1.8649 3.6960  0.002
C3 0.1942 -0.8789 2.9906  0.005
S1 -1.4316 -0.5135 2.7562  0.015
N3 1.2442 -0.1897 2.4959  0.006
N4 1.1160 0.9970 1.7612  0.001
H1 4.4990 -0.9513 2.9407  0.000
H2 3.8681 0.7186 2.7878  0.000
H3 3.8201 -0.3725 1.3972  0.000
H4 0.2886 -2.6463 4.0961  0.000
H5 1.8347 2.0293 2.5594  0.000
H6 1.6655 0.8312 0.9071  0.003
C4 -0.6769 -0.2351 -0.7970  0.054
C5 -1.7232 0.5082 -0.6212  -0.021
C6 -2.8792 0.6593 -1.5150  -0.004
C7 -2.9242 0.0548 -2.7766  -0.002
C8 -4.0243 0.2078 -3.6039  0.000
C9 -5.1106 0.9739 -3.1930  -0.001
C10 -5.0791 1.5814 -1.9453  0.000
C11 -3.9763 1.4249 -1.1171  -0.001
H7 -2.0704 -0.5332 -3.0948  0.000
H8 -4.0349 -0.2677 -4.5787  0.000
H9 -5.9690 1.0997 -3.8431  0.000
H10 -5.9140 2.1882 -1.6137  0.000
H11 -3.9459 1.9016 -0.1447  0.000
C12 5.1649 -2.1308 -2.9434  -0.010
C13 3.9961 -2.8622 -2.7504  -0.001
C14 2.8732 -2.3068 -2.1627  -0.008
C15 2.8533 -0.9621 -1.6928  -0.006
C16 4.0548 -0.2306 -1.9360  -0.006
C17 5.1606 -0.7941 -2.5333  -0.001
C18 1.7602 -0.3259 -1.0537  -0.011
C19 0.4873 -0.9112 -0.6898  -0.015
C20 0.3877 -2.2629 -0.0543  0.000
C21 1.4962 -2.8595 0.5492  -0.005
C22 1.3922 -4.0842 1.1911  0.001
C23 0.1732 -4.7465 1.2481  -0.006
C24 -0.9400 -4.1643 0.6522  0.000
C25 -0.8314 -2.9434 0.0068  -0.003
H12 6.0372 -2.5745 -3.4077  -0.001
H13 3.9499 -3.8952 -3.0837  0.000
H14 1.9780 -2.9087 -2.0774  -0.001
H15 4.0881 0.8081 -1.6213  0.000
H16 6.0458 -0.1824 -2.6823  0.000
H17 1.7517 0.7589 -1.1324  0.000
H18 2.4463 -2.3433 0.5115  -0.001
H19 2.2694 -4.5128 1.6620  0.000
H20 0.0902 -5.7035 1.7512  0.000
H21 -1.9027 -4.6608 0.6969  0.000
H22 -1.7036 -2.4850 -0.4434  0.000
C26 -0.2201 3.2209 0.0647  -0.015
H23 0.5570 3.6690 0.6888  0.003
H24 -0.0031 3.3575 -0.9942  0.001
F1 -2.0626 5.1535 -1.3142  0.000
C27 -2.4335 4.5133 -0.1777  0.002
C28 -1.5699 3.6452 0.4900  0.004
C29 -2.0358 2.9625 1.6419  -0.003
F2 2.4287 2.6164 3.1500  0.000
C30 -3.2903 3.2619 2.1189  -0.002
F3 -3.8035 2.6296 3.2111  0.000
C31 -4.1198 4.1750 1.4974  0.000
F4 -5.3531 4.4776 1.9755  0.000
C32 -3.6851 4.7884 0.3287  -0.001
F5 -4.4957 5.6788 -0.2848  0.000

=====

The calculation returns the following max |F| values, one per record and in order: 2.016, 0.854, 3.005, 0.181 eV/A.